A 14-piece molecular cluster, C81H202N14O overall in a non-equilibrium geometry. Source: the OMol25 dataset; level of theory: wB97M-V/def2-TZVPD.

XYZ file:
```
298
Properties=species:S:1:pos:R:3:lowdin_charge:R:1
H 13.5411 15.1303 2.7520 0.08
H 24.1633 13.2081 -5.8908 0.07
H 11.6497 21.7018 -1.0630 0.09
H 11.6415 19.4070 -0.2081 0.07
H 15.9667 17.1062 5.7576 0.08
C 17.8481 22.6643 -7.3707 -0.08
H 17.7103 19.9201 -1.1349 0.06
H 23.6690 9.6017 1.0332 0.07
C 20.3290 22.7687 -2.9685 -0.07
C 15.0607 18.1425 -1.5152 -0.06
C 21.6235 15.6937 0.7482 -0.09
H 22.1393 8.7567 1.0972 0.08
H 15.6993 24.4254 -2.9209 0.09
H 18.1266 25.0235 -2.1363 0.07
C 16.8908 17.6096 5.4735 -0.22
C 17.1661 19.4334 2.8271 -0.05
C 16.6208 11.0188 4.8034 -0.25
C 22.2710 13.6967 -6.8858 -0.22
H 21.4778 14.6172 0.8373 0.06
H 18.3130 15.9025 1.5637 0.05
H 23.4454 15.9535 1.8219 0.11
C 11.4960 15.8432 0.0963 -0.23
H 17.2700 23.3167 -8.0251 0.07
C 17.4945 16.6311 -0.3427 -0.23
C 7.6454 21.3760 -1.1623 -0.09
C 12.9728 17.7089 -4.4082 -0.24
H 23.1748 8.9064 -0.4340 0.07
H 20.1920 12.1363 0.8486 0.09
H 21.5860 15.8134 -8.8833 0.07
H 14.4258 25.9131 -0.6724 0.07
H 10.4689 18.2705 -4.4775 0.10
H 19.0991 14.8201 -7.3982 0.09
H 16.7151 9.7939 -5.7455 0.10
H 14.7760 10.3927 -3.0234 0.07
H 10.2574 19.0941 -1.2669 0.06
H 19.3368 19.7173 -1.7471 0.06
H 14.5458 18.7656 -2.2464 0.04
C 20.1964 17.6138 3.6387 -0.07
C 16.5833 10.6418 6.2710 -0.10
H 22.8548 12.2610 -5.2667 0.05
H 16.0423 20.6693 4.3215 0.11
C 23.2060 18.3292 2.7521 -0.26
C 17.6956 15.5503 0.7373 -0.07
C 16.1486 17.3050 -2.2314 -0.21
H 15.2644 23.4509 -0.4959 0.09
H 23.9151 19.7280 1.2802 0.07
H 13.7644 14.0934 -5.6927 0.06
C 14.9854 23.6323 -3.1429 -0.27
H 15.6492 10.8352 6.7985 0.06
H 17.4772 9.4964 -2.9814 0.08
H 16.1564 21.3199 -6.9451 0.09
C 18.0106 17.2925 6.5453 -0.07
N 22.1348 17.6590 2.0039 -0.16
H 21.7297 10.9102 -3.7393 0.05
N 11.9149 16.8683 -4.9933 -0.18
C 20.7689 15.9549 -8.1757 -0.08
H 21.8401 11.1608 1.1590 0.10
C 13.9415 26.0290 -1.6420 -0.08
H 13.6370 6.6859 -5.8430 0.06
C 17.1793 21.2290 -7.3104 -0.19
H 16.6434 13.8402 2.9837 0.09
H 14.7165 26.2480 -2.3764 0.06
C 17.9828 20.4546 -5.1109 -0.23
C 13.5992 17.1983 2.0783 -0.05
C 9.5057 16.8217 -5.3320 -0.11
C 18.7632 19.9971 -0.8635 -0.08
H 17.0207 17.8304 -2.6204 0.09
H 9.0886 22.8366 2.3869 0.07
N 20.7314 10.6427 -0.4281 -0.17
H 24.1841 17.8483 2.7386 0.11
H 10.8997 23.3147 0.3988 0.09
H 23.0046 18.4156 3.8198 0.10
H 18.1657 22.9928 -3.1558 0.10
H 19.8448 19.3815 -6.3380 0.10
H 20.5335 19.4119 -8.7156 0.07
H 10.2302 21.3797 -2.0176 0.11
H 21.0627 12.2394 -2.8874 0.05
C 14.4580 23.8711 -4.5350 -0.09
H 13.9906 21.1102 -1.8480 0.06
H 16.2317 8.7358 -2.1461 0.12
C 18.9050 13.0514 -5.2546 -0.08
H 6.6124 21.0307 -1.1185 0.07
H 17.8063 17.6140 7.5666 0.06
H 19.9991 23.9104 -0.7958 0.10
C 18.3392 16.6461 -5.5284 -0.03
H 18.7240 14.0596 4.0012 0.07
C 14.7281 21.4348 -1.1139 -0.08
H 11.3795 15.2051 -0.7797 0.09
H 14.4899 14.4611 0.8322 0.10
H 19.1693 13.7523 -4.4628 0.06
H 14.9625 5.9258 -5.1046 0.07
H 16.9468 12.1625 2.6658 0.10
H 19.8021 10.0275 -2.1657 0.09
N 16.8747 19.0925 5.2982 -0.20
H 18.2172 11.6778 -1.4506 0.05
H 14.3152 7.7796 -3.6911 0.12
H 14.6958 18.4051 7.3010 0.06
N 19.5645 16.1783 -4.8515 0.05
C 13.0805 19.1683 -4.9597 -0.05
H 9.7999 14.8711 0.9936 0.07
H 12.6656 24.9682 -2.9781 0.09
H 13.1825 15.1264 -6.9755 0.07
H 17.1691 14.2157 -1.4023 0.09
H 19.0341 7.9572 -4.8236 0.07
N 20.8636 14.0265 -6.5488 -0.19
H 14.4755 17.0257 1.4535 0.05
H 17.1850 18.3775 2.5573 0.05
H 8.5130 16.9970 -4.9171 0.08
C 10.6018 17.1912 -4.4026 -0.27
H 7.5250 22.4568 -1.0882 0.06
N 9.8692 21.5638 0.0623 -0.16
H 22.2518 12.9238 -7.6542 0.11
H 15.3471 15.0817 4.3389 0.05
N 13.9077 23.4953 -2.1677 -0.16
H 9.5128 23.5858 -0.5776 0.11
C 12.2412 15.4690 -4.9898 -0.23
C 8.5010 20.9424 0.0192 -0.22
C 22.7688 9.3785 0.4606 -0.09
H 15.7049 21.2902 -1.5755 0.04
H 11.7958 16.8388 -0.2310 0.08
H 19.3202 12.3427 3.7854 0.08
H 16.4726 20.3049 -3.4705 0.05
H 14.8837 14.4989 -2.7392 0.06
C 19.3214 20.0765 -6.9947 -0.30
N 17.9635 20.2019 -6.5600 -0.17
C 18.8914 22.4022 -2.5967 -0.24
C 13.1190 24.7772 -2.0054 -0.21
C 18.5399 11.6002 -0.4124 -0.08
H 18.7208 19.7896 -4.6625 0.10
H 10.1462 16.5574 1.6196 0.06
C 16.3855 19.7953 6.4715 -0.25
H 7.9323 21.2095 0.9099 0.10
H 18.8716 22.6288 -7.7438 0.06
H 18.1339 25.6965 -0.4630 0.07
C 20.0196 16.6002 -3.6747 -0.58
H 19.1663 20.2821 -9.1948 0.06
H 17.6310 17.2051 -4.9168 0.07
H 24.0393 20.4166 2.9178 0.07
H 13.6561 23.0987 -0.1487 0.10
C 11.1561 19.6976 -1.1398 -0.08
H 18.8439 23.6613 0.5271 0.12
H 20.2663 21.3882 -0.2431 0.11
N 16.5395 12.5304 4.6961 -0.15
C 18.6215 13.1158 3.4656 -0.08
H 16.8529 9.5856 6.2741 0.07
H 18.1777 13.6401 -5.8137 0.06
C 23.1027 13.2533 -5.6435 -0.07
N 16.5767 16.1717 -1.3734 -0.15
H 12.4633 15.2315 -3.9495 0.10
H 22.5451 11.5274 -2.3256 0.07
H 19.9403 20.9648 -6.8681 0.11
H 15.2810 6.8849 -6.5174 0.05
H 15.4735 14.5217 6.0154 0.08
H 22.8106 11.4314 -0.1654 0.10
C 16.4365 9.1994 -3.1111 -0.26
H 22.7865 14.5496 -7.3273 0.10
H 21.0722 22.2520 -2.3611 0.08
H 13.9706 17.2794 -4.4973 0.08
H 18.4619 16.9140 -0.7577 0.09
C 14.9640 19.4184 7.0019 -0.08
H 9.5665 17.4508 -6.2201 0.08
H 18.2590 10.6486 0.0389 0.09
H 18.5241 12.0858 -4.9221 0.07
C 20.8132 10.2571 -1.8294 -0.23
H 15.8709 15.0066 -4.0475 0.05
C 21.0876 15.7418 -3.0850 0.01
H 20.9154 17.4921 4.4489 0.07
C 14.9905 14.3413 5.0550 -0.12
H 16.1523 11.0740 -2.1664 0.06
H 19.1142 9.0535 -6.1797 0.06
H 13.9651 19.7494 -4.6989 0.03
H 17.7391 15.8631 -5.9918 0.07
C 19.1838 21.3650 -0.3689 -0.27
H 14.3943 8.9409 -5.0100 0.10
N 18.5942 22.4342 -1.1363 -0.16
C 10.0932 15.8938 0.7566 -0.08
C 22.0820 10.7067 0.1981 -0.27
H 9.7323 24.3813 1.9535 0.07
H 16.3075 19.1451 -4.8567 0.06
C 20.1322 12.7608 -6.0725 -0.22
H 21.4484 15.0356 -3.8328 0.05
H 20.0903 15.5075 -5.3933 0.06
H 18.1864 19.8165 2.8419 0.06
C 13.4677 15.1165 -5.9235 -0.07
H 8.0849 21.0852 -2.1164 0.06
H 20.4129 12.6989 -0.8103 0.10
C 19.4945 19.5773 -8.4308 -0.08
H 22.1833 15.8603 -0.1721 0.07
H 16.8948 8.1461 -6.2957 0.10
C 10.7147 21.1415 -1.0707 -0.26
C 16.2419 19.6185 4.1114 -0.21
H 18.7300 21.4143 -3.0281 0.06
H 17.1582 17.5626 0.1126 0.09
H 14.5785 12.7192 3.8081 0.11
C 21.5623 11.2837 -2.7290 -0.08
H 14.7191 20.0595 7.8487 0.06
H 15.2671 19.1327 4.0681 0.09
C 17.0662 8.8065 -5.4457 -0.22
C 9.8630 23.0022 0.2738 -0.28
H 13.6975 23.1329 -4.7898 0.08
H 16.7633 15.2008 1.1808 0.06
H 12.8788 17.6968 -3.3223 0.09
C 15.1122 12.9063 4.7399 -0.28
H 13.9057 17.6128 3.0387 0.05
H 14.3511 15.7522 -5.8628 0.05
H 18.8176 21.3936 0.6573 0.10
H 22.0439 15.7121 2.8586 0.10
H 16.1998 13.4381 -3.2904 0.05
H 21.0250 16.5628 -7.3080 0.07
C 14.4046 22.9357 -0.9242 -0.26
H 22.5030 20.2813 2.1219 0.05
N 16.2505 8.3646 -4.3117 -0.18
H 16.0310 11.1221 -4.0194 0.07
H 20.0334 16.5623 3.4022 0.06
C 14.6870 6.8548 -5.6039 -0.08
H 13.9424 24.8208 -4.6776 0.06
C 18.9530 23.7199 -0.5558 -0.25
H 15.2224 23.7816 -5.3068 0.06
H 15.8430 10.4824 4.2597 0.11
H 20.7526 19.2594 2.2725 0.10
C 18.6232 8.8853 -5.2212 -0.07
H 18.9462 13.4106 2.4677 0.04
H 18.2900 21.4783 -4.8971 0.08
C 13.3616 13.3772 -0.5817 -0.08
H 17.1322 21.0137 -8.3778 0.10
H 20.0410 17.9287 1.5835 0.08
H 18.9894 9.6786 -4.5695 0.03
H 20.5424 22.5747 -4.0196 0.07
H 9.3036 16.3379 0.1505 0.06
H 15.8149 20.8105 -5.0008 0.04
C 15.8473 10.5826 -3.0903 -0.10
H 13.9504 15.4512 -0.5423 0.09
H 14.6406 12.3045 5.5168 0.11
H 11.7360 19.5549 -2.0516 0.06
C 18.0099 24.8032 -1.0752 -0.08
C 22.3889 16.1926 1.9431 -0.23
C 16.9824 15.0024 -2.1333 -0.22
C 14.8571 8.0436 -4.5992 -0.24
H 21.3178 9.3154 -2.0451 0.11
H 16.3223 20.8684 6.2910 0.10
H 14.2266 17.5260 -1.1803 0.06
H 13.0611 19.1996 -6.0491 0.08
H 23.1644 14.0208 -4.8719 0.06
H 17.5814 10.6560 4.4377 0.11
H 14.2084 13.1223 -1.2190 0.05
C 15.9124 14.4719 -3.0986 -0.06
H 18.6368 17.2672 -6.3733 0.06
H 21.9138 16.3430 -2.7053 0.09
H 13.2360 12.5885 0.1601 0.08
H 18.3504 16.2579 6.4980 0.07
H 19.3036 18.0984 4.0338 0.04
H 10.4421 16.9006 -3.3642 0.11
H 9.4810 15.7625 -5.5878 0.06
H 20.5198 23.8335 -2.8346 0.06
C 17.1237 12.9526 3.3955 -0.26
H 13.9377 14.5818 5.2029 0.08
H 16.7236 19.8814 1.9374 0.05
H 14.7131 20.8067 -0.2232 0.07
H 12.8503 17.7878 1.5496 0.05
H 13.2806 26.8957 -1.6513 0.07
H 11.9742 15.9272 2.7791 0.10
C 20.1349 14.6485 -7.6913 -0.24
C 13.6607 14.6648 0.1546 -0.27
H 17.2944 11.2674 6.8104 0.08
H 17.9448 12.4018 0.0251 0.05
N 12.5218 15.1425 0.9221 -0.18
C 16.5615 20.1588 -4.5470 -0.06
C 23.4534 19.7677 2.2668 -0.09
H 18.2941 14.7158 0.3717 0.05
H 20.7753 15.1897 -2.1986 0.07
H 17.9653 23.1144 -6.3849 0.05
H 20.0433 16.5810 -8.6949 0.05
H 8.6472 19.8654 -0.0637 0.10
H 18.8267 17.9273 6.2001 0.05
H 18.9851 18.6268 -8.5896 0.06
H 17.0786 19.7788 7.3126 0.10
H 16.9687 24.5148 -0.9312 0.04
C 20.7879 18.1720 2.3391 -0.23
H 15.6845 16.9834 -3.1637 0.08
C 12.8806 15.7901 2.1894 -0.22
C 20.0078 11.8934 -0.1979 -0.25
H 8.1820 23.8272 1.3420 0.06
O 19.5324 17.5222 -3.0616 0.04
H 20.6133 16.0724 0.5920 0.05
H 11.4105 14.8804 -5.3792 0.10
H 17.9344 15.0845 -2.6579 0.10
H 19.8491 12.1186 -6.9065 0.11
C 9.2074 23.5180 1.5444 -0.10
H 15.5485 22.7108 -3.2906 0.09
H 17.1901 17.1015 4.5568 0.09
H 20.7969 12.1026 -5.5130 0.08
H 20.1831 13.8583 -8.4405 0.11
H 12.2243 19.7301 -4.5866 0.05
H 12.4828 13.4344 -1.2239 0.06
H 12.2639 24.6340 -1.3448 0.10
H 15.4453 18.8396 -0.7706 0.04
H 18.9485 19.1988 -0.1449 0.05
H 14.1858 19.7884 6.3344 0.06
```

Relative energy (zero: lowest compared OMol25 entry of this formula, charge and spin)   11.57 kcal/mol
Kohn-Sham gap   8.3346 eV